(1)
ORCA calculation (wB97M-V/def2-TZVPD) on a 13-piece molecular cluster, C7H39NO12 overall at a distorted geometry.

Properties
* energy: -1247.28899 hartree
* spin multiplicity: 2
* <S²>: 0.753
* Kohn-Sham gap (alpha / beta): 8.3 / 3.6 eV
* total charge: +1

```
59
C7H39NO12, DFT wB97M-V/def2-TZVPD
C 1.45023 1.75230 3.56610
C 1.01232 1.18348 2.13460
C -0.46371 0.80227 2.11234
C -0.58521 -0.22724 0.96182
C -1.81741 -0.99740 1.11352
C -2.89079 -0.92943 0.30557
C -4.13751 -1.64289 0.63054
N 2.30810 2.93017 3.44079
H 0.57645 1.95370 4.22907
H 1.94963 1.14247 4.38359
H 1.65420 0.35231 1.91096
H 1.33196 1.91561 1.43044
H -1.07613 1.69777 2.22739
H -0.62989 0.32030 3.11104
H 0.29249 -0.87975 1.04076
H -0.61739 0.31177 -0.01698
H -1.80968 -1.62535 2.01382
H -2.97610 -0.38448 -0.61709
H -4.14971 -2.25761 1.49451
H -4.87366 -0.81271 0.68608
H -4.50904 -2.31502 -0.19211
H 1.88312 3.39339 2.67163
H 3.30514 2.60473 3.22195
H -0.38426 0.58654 -3.48998
H 0.34241 1.70932 -4.21128
O 0.18131 0.77125 -4.26869
H 1.41358 -2.31932 -3.03359
H 0.36492 -2.58430 -4.07948
O 0.70195 -2.90767 -3.22384
H -2.75711 -2.96839 -2.35063
H -1.31129 -3.11994 -2.69972
O -1.88806 -2.65724 -2.02734
H -1.03045 -0.66218 -2.44517
H -2.21654 -0.12150 -1.92156
O -1.28538 0.05127 -1.82607
H -0.95621 -3.58803 0.01905
H -2.02676 -4.21769 0.64346
O -1.06752 -4.33577 0.63869
H -2.01645 2.02238 -0.96641
H -0.84616 3.14180 -1.14407
O -1.77791 2.97074 -0.97353
H 2.87337 -1.25029 -1.44857
H 3.54073 -1.63763 -2.99614
O 2.74268 -1.18416 -2.41049
H 2.25979 -2.30755 0.40955
H 3.16678 -1.21440 1.07651
O 3.03454 -1.71014 0.23096
H -1.48434 2.95413 1.21325
H -1.30240 4.32693 1.48791
O -1.77862 3.59670 1.89831
H 2.39310 -1.18188 3.00063
H 3.71191 -1.44500 3.92257
O 3.32453 -1.37446 3.07080
H 1.07587 4.08965 -2.53423
H 1.00003 2.48502 -2.35442
O 1.20655 3.24439 -2.94062
H 1.36585 0.51734 -2.54402
H 2.59992 0.96845 -1.87165
O 1.60225 1.06329 -1.71056
```



(2)
ORCA calculation (wB97M-V/def2-TZVPD) on the molecule C15H24O6.

Properties
* structure (SMILES): CC(=O)OCCCCC[C@H]1COC(=O)[C@@H]1CCCC(=O)O
* energy: -1037.41520 hartree
* Kohn-Sham gap: 10.6 eV
* total charge: 0

```
45
C15H24O6, DFT wB97M-V/def2-TZVPD
C 4.24797 -0.12658 2.39318
C 4.40380 -1.23693 1.39709
O 4.23905 -2.40031 1.66654
O 4.79847 -0.81982 0.16533
C 4.13465 -1.42395 -0.95267
C 3.03476 -0.54796 -1.60273
C 2.75962 0.82470 -0.96730
C 1.25096 1.20478 -0.99438
C 0.74432 1.74689 0.35316
C -0.76284 1.60658 0.64958
C -1.65807 2.78004 0.21880
O -2.22899 2.40937 -1.05808
C -1.91909 1.12388 -1.32920
O -1.99561 0.64135 -2.43083
C -1.50903 0.45776 -0.03667
C -2.78604 -0.01505 0.68928
C -2.98495 -1.53020 0.50984
C -4.45458 -1.95052 0.57830
C -5.25851 -1.91309 -0.71632
O -6.43205 -2.17531 -0.71380
O -4.63432 -1.65248 -1.88485
H 3.29156 0.37522 2.24425
H 5.04296 0.60746 2.25843
H 4.27604 -0.54846 3.39569
H 3.73040 -2.39305 -0.65915
H 4.91266 -1.63162 -1.68808
H 2.12354 -1.14443 -1.67349
H 3.35124 -0.37106 -2.63334
H 3.09936 0.86464 0.06404
H 3.28476 1.57762 -1.55530
H 0.66670 0.35439 -1.34002
H 1.10766 1.99917 -1.73240
H 1.29439 1.32218 1.19522
H 0.96119 2.82070 0.36580
H -0.88544 1.51290 1.73310
H -1.17865 3.75696 0.17455
H -2.50051 2.87805 0.91170
H -0.85719 -0.39949 -0.19363
H -3.65203 0.47560 0.22826
H -2.78106 0.26887 1.74304
H -2.38843 -2.06694 1.25142
H -2.56400 -1.80804 -0.46087
H -4.51624 -2.98660 0.91852
H -4.99033 -1.32171 1.29228
H -3.81809 -1.14550 -1.77431
```



(3)
ORCA calculation (wB97M-V/def2-TZVPD) on C26H28FeN2S2Si as an isolated structure at a distorted geometry.

Properties
* energy: -3466.23022 hartree
* spin multiplicity: 6
* <S²>: 8.776
* Kohn-Sham gap (alpha / beta): 5.7 / 7.2 eV
* total charge: +1

```
60
C26H28FeN2S2Si, DFT wB97M-V/def2-TZVPD
C -0.00876 1.79072 2.65484
C -0.19144 2.38461 1.35759
C -1.60439 2.53119 1.14047
H 0.61530 2.69539 0.70483
C -2.30347 2.00380 2.28193
C -1.30628 1.56898 3.23031
H -1.45430 1.15295 4.22848
H 0.95195 1.65773 3.12857
H -2.05585 2.99127 0.26256
H -3.38853 1.95011 2.41284
Fe -1.14017 0.46357 1.51973
C 2.14373 -0.48729 -0.76759
H 3.06812 0.15332 -0.83578
H 1.74724 -0.45130 0.24926
H 2.39517 -1.50558 -1.11053
Si 0.82338 0.42214 -2.08166
C 1.74784 -0.32585 -3.53289
C 2.68241 0.64856 -3.95354
H 2.48051 1.69478 -3.67074
C 3.77922 0.32409 -4.75455
H 4.48205 1.13138 -4.98835
C 3.95056 -0.99471 -5.18606
H 4.79953 -1.21028 -5.82568
C 2.98600 -1.97420 -4.89061
H 3.11649 -2.98532 -5.30728
C 1.89272 -1.65367 -4.04727
H 1.12672 -2.41856 -3.88951
C -0.84465 1.01425 -2.86620
C -1.01881 1.07637 -4.27410
H -0.23164 0.59858 -4.86616
C -2.08950 1.77638 -4.85037
H -2.10053 1.83136 -5.93378
C -3.06696 2.35472 -4.05081
H -3.84940 2.92298 -4.51884
C -2.98760 2.22251 -2.66886
H -3.76957 2.68835 -2.04844
C -1.92803 1.50340 -2.08807
H -1.93437 1.39245 -0.99054
H 0.34450 -2.21135 0.37560
H 0.99717 -2.19913 0.80041
C 1.26783 0.96821 6.36044
C 1.16975 -0.22926 5.50069
N 0.22574 -0.44437 4.63754
C 0.36436 -1.65772 3.97923
C 1.49568 -2.37379 4.38789
S 2.33302 -1.55949 5.64532
C -0.61836 -2.12665 3.01953
C -0.87274 -3.44780 2.73811
S -2.07883 -3.67078 1.54433
C -2.31125 -1.95394 1.45796
N -1.44470 -1.25533 2.23899
C -3.23787 -1.34127 0.47772
H 1.06439 0.68048 7.39539
H 2.29912 1.33211 6.30223
H 0.57030 1.74912 6.03474
H 1.76723 -3.34668 3.99658
H -0.34747 -4.24263 3.23828
H -2.80934 -1.16818 -0.53027
H -4.06002 -2.04849 0.36108
H -3.63324 -0.39229 0.86503
```



(4)
ORCA calculation (wB97M-V/def2-TZVPD) on a 2-piece molecular cluster, C2H3BrS overall at a distorted geometry.

Properties
* energy: -3050.12276 hartree
* Kohn-Sham gap (alpha / beta): 6.9 / 6.9 eV
* total charge: 0

```
7
C2H3BrS, DFT wB97M-V/def2-TZVPD
C 1.66902 -0.05551 -0.47574
C 0.19903 -0.09377 -0.35424
S 3.10141 -0.59005 -0.24709
Br 1.98907 2.68375 -1.13811
H -0.03761 0.25775 0.68211
H -0.02999 -1.16465 -0.68955
H -0.30516 0.48209 -1.11327
```



(5)
ORCA calculation (wB97M-V/def2-TZVPD) on an isolated ion of composition C2H8N3 and charge +2 at a distorted geometry.

Properties
* energy: -244.45824 hartree
* spin multiplicity: 2
* <S²>: 0.775
* Kohn-Sham gap (alpha / beta): 12.0 / 6.3 eV
* total charge: +2

```
13
C2H8N3, DFT wB97M-V/def2-TZVPD
C -0.46945 -0.39946 -1.79211
N -0.40924 0.51339 -0.45960
C 0.10788 0.14678 0.70984
N 0.39944 1.10821 1.55393
N 0.44843 -1.18349 1.01611
H 0.57566 -0.70404 -1.91433
H -1.39733 -1.08925 -1.46958
H -0.78359 0.32795 -2.54876
H -0.57576 1.50359 -0.54583
H -0.26818 1.92844 1.54538
H 0.83692 0.82977 2.43969
H 1.51007 -1.17478 1.12949
H 0.02515 -1.80710 0.33577
```



(6)
ORCA calculation (wB97M-V/def2-TZVPD) on C7H10 as an isolated structure at a distorted geometry.

Properties
* energy: -272.53739 hartree
* Kohn-Sham gap: 8.9 eV
* total charge: 0

```
17
C7H10, DFT wB97M-V/def2-TZVPD
C -1.43963 -1.21431 0.26855
C -0.54653 -1.05139 -0.90864
C -1.43313 0.13563 -0.30794
C -0.23917 1.09144 -0.15191
C 1.02026 1.26789 0.65612
C 1.37993 -0.20129 0.72341
C 0.72133 -0.25505 -0.67344
H -2.34396 -1.73623 -0.02601
H -1.10582 -1.39557 1.27815
H -0.65073 -1.66988 -1.79980
H -2.34177 0.59354 -0.71174
H -0.60972 2.10610 -0.43102
H 1.17292 1.97900 1.45853
H 1.63387 1.58725 -0.24574
H 2.45033 -0.36217 0.84366
H 0.85560 -0.78852 1.48779
H 1.47620 -0.08643 -1.45998
```



Among the records above, which one has the highest energy?
C2H8N3



Among the records above, which one has the lowest energy?
C26H28FeN2S2Si



Number 3 is which compound?
C26H28FeN2S2Si